1.
C32H65BBr20N3O3 | ωB97M-V/def2-TZVPD

Properties
DFT total energy ... -53152.977474 hartree
Kohn-Sham gap ... 0.292 Ha
E_HOMO ... -10.802 eV
Total charge ... +1

```
124
Properties=species:S:1:pos:R:3:lowdin_charge:R:1
Br 1.448 7.251 -1.145 0.65
Br -6.826 4.878 2.542 0.59
Br 0.040 0.262 4.680 0.64
Br -1.288 -9.233 1.607 0.59
Br -0.644 -10.484 7.001 0.63
Br 0.813 -1.809 -7.211 0.57
Br 2.869 0.739 -4.782 0.67
Br 1.195 -10.988 3.839 0.67
Br -1.630 -0.777 -9.780 0.58
Br 7.817 -4.775 0.967 0.62
Br 5.793 -0.429 -2.852 0.65
Br -1.003 -3.882 -0.083 0.60
Br 5.178 -2.292 0.260 0.58
Br 3.816 5.544 1.116 0.75
Br -3.863 -1.586 0.345 0.64
Br -2.198 -6.612 4.043 0.63
Br -3.603 0.844 -6.683 0.67
Br -1.452 3.845 -6.639 0.61
Br 2.229 0.173 7.652 0.62
Br -8.603 6.252 5.473 0.61
O -2.121 4.111 3.844 -0.25
O 4.898 1.811 1.790 0.03
O 2.830 1.047 3.141 -0.01
N -1.307 -1.583 -3.533 -0.04
N 1.848 1.868 -1.745 0.05
N 1.463 3.056 0.299 -0.01
C 3.545 7.450 0.801 -0.64
C -1.199 1.569 -2.823 -0.23
C -0.177 3.930 -1.797 -0.12
C 5.671 0.129 -4.717 -0.66
C 6.051 -3.560 -0.937 -0.71
C -0.660 -7.811 4.016 -0.71
C 2.836 1.185 -0.825 0.08
C 4.734 1.304 -4.877 -0.65
C -0.002 3.339 2.503 -0.13
C 0.979 2.960 -1.164 0.00
C -3.210 3.581 -7.442 -0.67
C 1.601 1.698 6.609 -0.69
C -3.726 -3.494 0.728 -0.67
C -6.891 5.320 5.374 -0.70
C -0.933 -2.562 -7.646 -0.69
C 2.541 2.025 0.551 0.03
C 2.080 7.772 0.626 -0.67
C 6.296 -4.883 -0.250 -0.69
C 1.017 3.994 1.399 -0.21
C -3.030 3.170 3.148 -0.11
C -2.531 0.777 -3.389 -0.19
C -1.433 3.160 -2.510 -0.19
C 1.388 -11.898 5.554 -0.68
C 0.167 1.509 6.174 -0.67
C -1.083 4.552 2.898 -0.22
C -4.092 2.728 -6.560 -0.66
C -2.392 -0.787 -2.814 -0.31
C -1.172 -2.561 -9.138 -0.69
C 0.044 -12.127 6.206 -0.68
C -0.146 -8.010 2.609 -0.72
C -6.115 5.732 4.145 -0.70
C -2.373 -3.840 1.305 -0.70
B 3.408 1.620 1.888 -0.41
H -5.078 5.391 4.212 0.04
H -0.531 2.351 2.167 0.11
H -0.381 -1.098 -3.500 0.05
H -0.640 4.560 -0.895 0.11
H -3.628 4.585 -7.549 0.06
H 5.359 -3.683 -1.775 0.06
H 6.690 0.407 -4.998 0.07
H -2.035 -3.184 -9.391 0.06
H 0.095 -7.319 4.636 0.06
H -0.481 1.124 6.967 0.06
H 1.913 8.852 0.680 0.07
H -1.677 -1.987 -7.087 0.04
H 3.595 0.310 -0.994 0.07
H -0.719 -12.490 5.511 0.06
H -4.043 3.002 -5.502 0.05
H 2.739 0.051 2.944 0.13
H 5.144 1.168 1.035 0.11
H -5.132 2.774 -6.895 0.06
H -2.469 0.700 -4.567 0.00
H -0.971 -8.740 4.500 0.00
H 0.135 -12.830 7.039 0.06
H -2.033 -3.135 2.068 0.06
H -0.248 2.448 5.796 0.05
H 1.681 1.659 -2.754 0.01
H -0.307 -2.896 -9.717 0.05
H -3.393 -1.391 -2.890 0.11
H 5.367 -0.750 -5.294 0.06
H 0.612 3.136 3.504 0.11
H -6.127 6.810 3.965 0.06
H -0.505 5.448 3.409 0.15
H -2.087 -0.798 -1.662 0.04
H 1.999 4.354 1.973 0.03
H 1.691 2.557 7.280 0.06
H 1.435 7.273 1.354 0.04
H 0.839 -8.486 2.622 0.01
H 0.304 4.748 -2.517 0.11
H -1.507 4.957 1.879 0.12
H -0.384 1.511 -3.690 0.11
H -3.949 -4.022 -0.203 0.06
H 1.870 -12.850 5.318 0.06
H -4.518 -3.696 1.454 0.06
H -0.783 0.937 -1.931 0.10
H -4.073 3.054 3.665 0.09
H 5.442 -5.231 0.337 0.05
H -3.047 3.153 -8.435 0.06
H -1.147 -2.472 -2.971 0.05
H -7.108 4.250 5.412 0.05
H 6.569 -5.651 -0.978 0.06
H -2.477 3.314 -1.951 0.13
H -6.357 5.611 6.283 0.06
H -3.179 3.563 2.034 0.11
H -1.585 3.687 -3.570 0.08
H 2.296 1.820 5.774 0.04
H -2.547 2.078 3.144 0.09
H 4.156 7.720 -0.066 0.06
H -0.906 -3.585 -7.260 0.06
H -3.530 1.263 -3.014 0.12
H -0.088 -7.082 2.033 0.05
H 6.967 -3.081 -1.296 0.04
H 2.067 -11.293 6.161 0.06
H -2.381 -4.849 1.726 0.00
H 0.534 4.997 0.969 0.11
H 3.946 7.945 1.690 0.07
H 4.873 2.076 -4.115 0.06
H 4.845 1.753 -5.867 0.07
```

2.
C32H65BrClINO8 | ωB97M-V/def2-TZVPD

Properties
DFT total energy ... -5246.526006 hartree
Energy relative to the best compared isomer or geometry (same formula, charge and spin) ... 0.0 kcal per mole
Kohn-Sham gap ... 0.277 Ha
E_HOMO ... -11.525 eV
Total charge ... +1

```
109
Properties=species:S:1:pos:R:3:lowdin_charge:R:1
I 0.397 -0.738 0.284 1.19
Br -2.540 -2.099 -1.728 0.73
Cl -1.271 0.045 5.363 0.67
O 1.958 -5.730 0.866 0.13
O 6.341 0.992 -1.154 -0.10
O 2.800 -4.056 4.756 -0.11
O 0.418 1.701 -8.234 -0.09
O -9.776 3.998 2.858 -0.11
O 8.957 3.766 -1.513 -0.11
O -4.758 2.314 2.974 -0.11
O -2.583 2.142 -5.549 -0.08
N -1.328 -2.702 3.717 0.13
C -0.107 -3.224 1.872 -0.28
C -2.875 -1.262 0.018 -0.77
C 3.957 -1.936 -0.747 -0.08
C -2.343 -2.120 1.188 -0.23
C 3.058 -2.966 -0.636 -0.08
C 0.146 -4.145 0.664 -0.06
C 3.243 -2.865 1.711 -0.07
C 4.143 -1.830 1.599 -0.07
C 2.495 -5.306 5.383 -0.31
C 2.671 -3.458 0.601 -0.21
C 11.384 3.776 -1.564 -0.09
C 6.681 2.297 -3.163 -0.08
C -10.753 5.135 0.950 -0.09
C 0.275 -0.051 -9.904 -0.09
C -1.881 0.948 2.840 -0.26
C -0.810 -1.407 3.151 -0.28
C -4.404 -1.073 0.219 -0.13
C -10.474 3.807 1.627 -0.31
C -7.104 2.948 2.863 -0.09
C 1.646 -4.565 0.720 -0.32
C -6.098 1.881 3.243 -0.30
C -1.804 -0.336 3.666 -0.60
C -2.546 0.719 -5.570 -0.31
C -0.977 -3.713 3.018 0.08
C 4.523 -1.331 0.365 -0.06
C 5.708 1.874 -2.082 -0.31
C -0.574 1.784 2.813 -0.12
C 0.951 0.442 -8.639 -0.32
C 10.104 3.353 -2.259 -0.32
C -1.802 0.186 -4.360 -0.12
C 3.067 -5.362 6.785 -0.09
C -0.875 -1.833 1.641 -0.64
H 2.955 -3.218 2.706 0.09
H -4.746 -0.300 -0.479 0.09
H 2.019 0.579 -8.804 0.11
H -1.316 -4.714 3.291 0.18
H 4.536 -1.381 2.511 0.11
H 0.689 -1.010 -10.221 0.07
H 0.816 -2.896 2.384 0.12
H -2.065 0.390 -6.498 0.10
H -3.062 -2.005 2.007 0.11
H -0.399 -5.094 0.762 0.13
H -11.278 4.990 0.005 0.08
H -2.237 0.792 1.815 0.10
H -6.923 3.867 3.425 0.08
H 2.604 -3.403 -1.526 0.13
H 4.153 -5.246 6.763 0.08
H -2.797 -0.786 3.791 0.10
H -2.438 -3.168 0.863 0.11
H 2.828 -6.310 7.268 0.08
H 11.432 3.349 -0.562 0.08
H -7.012 3.197 1.804 0.08
H 5.213 -0.494 0.289 0.09
H 3.759 -3.975 4.723 0.09
H 1.409 -5.401 5.410 0.10
H 7.537 2.808 -2.714 0.04
H -1.777 -0.904 -4.365 0.04
H -2.638 1.570 3.326 0.08
H -9.821 5.668 0.757 0.08
H -4.604 3.111 3.492 0.09
H -10.330 4.544 3.425 0.09
H 8.987 4.726 -1.439 0.09
H -6.181 1.635 4.307 0.11
H 6.204 2.967 -3.882 0.08
H -2.281 0.522 -3.440 0.05
H -8.118 2.617 3.059 0.06
H 0.404 0.671 -10.711 0.08
H 12.260 3.454 -2.127 0.08
H -6.268 0.972 2.664 0.10
H -1.926 -2.701 4.539 0.18
H -11.407 3.272 1.829 0.11
H 0.214 -1.244 3.509 0.15
H 2.669 -4.548 7.393 0.08
H -11.362 5.775 1.593 0.07
H -0.775 0.560 -4.344 0.08
H -0.525 1.581 -8.078 0.06
H -9.848 3.178 0.993 0.11
H 7.084 1.467 -0.766 0.08
H 4.216 -1.559 -1.737 0.11
H 10.060 2.268 -2.350 0.11
H 0.090 1.600 3.665 0.06
H -0.116 -3.658 -0.283 0.09
H 0.817 -0.279 -7.824 0.10
H 7.064 1.424 -3.696 0.08
H -2.461 -0.253 -0.028 0.04
H -0.867 2.841 2.869 0.08
H -3.575 0.361 -5.574 0.11
H -4.941 -2.016 0.091 0.08
H -0.004 1.677 1.887 0.00
H -1.673 2.459 -5.556 0.08
H 2.898 -6.116 4.768 0.12
H 10.048 3.786 -3.262 0.11
H 5.329 2.746 -1.540 0.11
H -0.800 -0.170 -9.747 0.07
H -4.539 -0.636 1.221 0.07
H 11.421 4.863 -1.452 0.07
H 4.859 1.342 -2.514 0.10
```

3.
C32H66Br3N2O10P2S | ωB97M-V/def2-TZVPD

Properties
DFT total energy ... -10923.525443 hartree
Kohn-Sham gap ... 0.275 Ha
E_HOMO ... -11.174 eV
Total charge ... +1

```
116
Properties=species:S:1:pos:R:3:lowdin_charge:R:1
Br -2.063 2.395 5.706 0.68
Br -1.863 -0.744 4.241 0.76
Br -4.066 -4.719 -0.584 0.67
S -3.953 0.805 -0.468 1.13
P -5.562 -0.750 3.366 0.96
P -6.695 0.823 0.439 0.52
O -6.868 1.655 1.659 -0.29
O -7.038 -1.393 2.774 -0.31
O -6.642 1.765 -0.939 -0.18
O 3.625 -6.120 -1.804 -0.07
O -3.589 -1.604 1.619 -0.10
O 3.522 1.226 -1.981 -0.07
O -8.066 -0.100 0.253 -0.16
O 5.722 5.387 -1.129 -0.07
O -1.161 5.690 1.670 -0.07
O -1.915 -7.949 -0.608 -0.07
N -3.287 0.584 2.093 -0.04
N -4.899 -2.017 4.368 -0.18
C 1.853 0.014 0.182 -0.04
C 0.027 5.703 0.873 -0.50
C 4.863 -7.978 -2.706 -0.06
C 6.083 7.682 -1.764 -0.06
C -2.549 0.890 3.333 -0.65
C 5.570 2.437 -2.358 -0.07
C -3.399 1.786 4.346 -0.69
C 4.719 1.244 -2.763 -0.49
C -0.443 0.688 -0.580 -0.04
C 2.954 0.981 2.299 -0.06
C -0.751 -7.953 -1.435 -0.49
C 0.118 -6.753 -1.094 -0.06
C -1.952 2.342 0.705 -0.11
C 0.771 -0.099 -0.784 -0.05
C 6.711 6.415 -1.205 -0.49
C 4.922 -7.432 -0.255 -0.06
C -5.863 -3.955 -0.889 -0.56
C -5.172 -0.274 0.488 -0.54
C -3.902 3.116 3.653 -0.14
C -5.263 -1.535 -0.463 -0.25
C -4.386 -0.401 1.871 -0.51
C -0.352 5.770 -0.599 -0.05
C 7.303 6.654 0.175 -0.06
C -6.165 -2.714 0.057 -0.26
C 4.077 -7.445 -1.519 -0.50
C -1.169 -7.936 -2.897 -0.06
C -0.570 1.582 0.574 -0.20
C 0.519 1.725 1.528 0.00
C 1.735 0.932 1.320 -0.21
C 0.896 6.884 1.275 -0.05
C -3.010 1.243 0.991 -0.37
C 4.359 1.297 -4.239 -0.06
H -5.850 -3.564 -1.946 0.07
H 0.401 -6.771 -0.040 0.08
H -8.611 -0.042 1.061 0.09
H 7.491 6.062 -1.883 0.14
H 5.268 -8.436 -0.001 0.08
H -0.426 -5.817 -1.260 0.08
H -1.757 -7.041 -3.123 0.08
H -4.432 2.896 2.691 0.07
H 4.402 -5.566 -1.946 0.09
H 6.502 2.469 -2.926 0.09
H 5.031 3.374 -2.520 0.07
H 4.248 -7.972 -3.608 0.08
H 6.820 8.483 -1.851 0.08
H -0.985 4.921 -0.871 0.06
H 6.528 6.964 0.882 0.08
H -0.206 -8.874 -1.219 0.14
H -1.902 3.152 1.476 0.11
H 1.027 -6.738 -1.699 0.06
H 8.077 7.424 0.145 0.08
H 0.881 -0.782 -1.653 0.11
H 3.778 2.196 -4.466 0.08
H -7.221 -2.216 3.267 0.06
H 7.741 5.734 0.568 0.08
H 3.739 0.441 -4.514 0.08
H -4.100 -2.402 1.844 0.06
H -0.298 -7.957 -3.556 0.08
H 3.037 2.040 -2.162 0.09
H -7.257 -2.500 -0.098 0.12
H 3.315 -0.048 2.564 0.09
H 2.763 -0.607 0.039 0.12
H -1.620 1.491 3.135 0.07
H -4.242 -1.877 -0.789 0.09
H 5.254 1.295 -4.864 0.08
H 0.430 2.419 2.395 0.12
H 5.812 2.393 -1.294 0.08
H -4.611 3.684 4.309 0.10
H 4.349 -7.037 0.586 0.08
H 0.363 7.827 1.126 0.09
H -2.404 -7.138 -0.792 0.02
H 0.534 5.762 -1.236 0.08
H 5.027 5.688 -0.531 0.08
H -3.061 3.819 3.416 0.07
H -4.083 -2.486 3.959 0.00
H 5.652 7.495 -2.750 0.08
H 3.813 1.484 1.771 0.09
H -1.801 -8.797 -3.125 0.08
H -5.585 -2.750 4.582 0.05
H 5.258 0.319 -2.549 0.14
H -4.212 1.219 4.853 0.06
H 0.560 4.770 1.072 0.12
H -0.927 6.676 -0.811 0.09
H -2.195 2.837 -0.272 0.11
H 5.208 -8.999 -2.525 0.08
H 5.267 8.028 -1.121 0.08
H 5.795 -6.783 -0.378 0.08
H 1.820 6.910 0.694 0.08
H 3.188 -8.061 -1.360 0.13
H -5.984 -3.018 1.115 0.09
H -1.640 6.511 1.501 0.09
H 5.734 -7.348 -2.911 0.08
H -1.258 0.577 -1.333 0.09
H -6.683 -4.716 -0.867 0.08
H -5.753 -1.164 -1.414 0.13
H -7.595 1.901 -1.137 0.10
H 1.151 6.828 2.335 0.08
H 2.704 1.571 3.221 0.08
```

4.
C32H66NO16S8 | ωB97M-V/def2-TZVPD

Properties
DFT total energy ... -5702.921848 hartree
Kohn-Sham gap ... 0.222 Ha
E_HOMO ... -4.867 eV
Total charge ... -1

```
123
Properties=species:S:1:pos:R:3:lowdin_charge:R:1
S -1.839 -6.238 -0.273 0.67
S 4.679 -2.774 3.209 0.50
S 5.842 -1.807 0.951 0.44
S -6.799 -3.496 2.246 0.68
S -2.239 0.583 -5.277 0.66
S -0.247 5.648 -3.785 0.68
S 1.272 0.950 2.425 0.68
S 0.844 7.079 1.446 0.69
O -1.537 -6.482 1.116 -0.32
O -0.535 6.709 1.245 -0.31
O 5.383 -1.884 4.112 -0.36
O 6.464 -0.577 1.388 -0.37
O -7.650 -2.373 2.541 -0.32
O -6.174 -3.645 0.954 -0.32
O 5.514 -1.751 -0.462 -0.39
O 1.008 4.957 -3.650 -0.30
O -2.265 -0.713 -4.655 -0.32
O 1.763 6.222 2.154 -0.31
O -3.182 0.945 -6.312 -0.34
O -0.812 -6.239 -1.277 -0.32
O 2.038 -0.080 3.078 -0.31
O 0.188 0.639 1.524 -0.33
O -1.507 4.956 -3.713 -0.31
O 5.238 -4.118 3.272 -0.36
N 4.488 -2.188 1.722 -0.32
C 1.797 3.087 3.843 -0.22
C 7.037 -3.123 1.097 -0.16
C 3.245 -5.415 -0.258 -0.20
C -0.198 6.634 -5.288 -0.21
C -0.729 2.025 -3.695 -0.22
C -0.565 0.874 -5.866 -0.22
C 2.218 3.445 2.415 -0.23
C 2.385 2.116 1.646 -0.19
C 0.683 2.056 3.705 -0.23
C -3.161 -7.345 -0.764 -0.23
C -5.534 -3.651 3.514 -0.21
C -2.216 1.838 -4.002 -0.22
C -0.265 8.097 -4.837 -0.21
C -7.659 -5.016 2.638 -0.23
C 2.033 9.418 1.440 -0.22
C -6.609 -5.871 3.342 -0.22
C 2.992 -2.855 3.782 -0.26
C -4.435 -6.572 -0.439 -0.22
C 0.345 8.174 -3.431 -0.21
C 2.133 -3.977 3.201 -0.22
C 2.074 -5.815 -1.192 -0.25
C -2.796 -4.723 -0.398 -0.20
C 2.073 -4.045 1.661 -0.20
C 1.576 7.557 -0.123 -0.21
C 2.012 -4.777 -2.325 -0.11
C 1.822 9.068 -0.039 -0.21
C -0.271 7.021 -2.646 -0.23
C -5.869 -4.926 4.298 -0.21
C 0.920 8.702 2.200 -0.23
C -0.019 2.043 -5.048 -0.22
C -4.184 -5.132 -0.904 -0.21
C 2.783 -5.330 1.207 -0.22
H 2.297 -6.781 -1.646 0.10
H 6.500 -4.064 1.076 0.05
H -1.314 7.218 -2.399 0.12
H -0.233 2.985 -5.560 0.10
H -5.305 -7.009 -0.929 0.11
H -5.909 -6.278 2.610 0.10
H -1.040 6.360 -5.918 0.11
H 3.041 -4.554 -2.589 0.07
H 1.502 -3.872 -2.033 0.07
H 0.254 8.747 -5.540 0.11
H 7.649 -3.016 1.981 0.06
H 2.112 -6.159 1.444 0.11
H 2.404 -3.138 1.170 0.09
H 1.471 -5.205 -3.169 0.06
H -5.555 -2.764 4.140 0.10
H 0.498 1.488 4.614 0.10
H -6.518 -4.680 5.141 0.12
H 0.949 9.606 -0.418 0.11
H -7.066 -6.707 3.871 0.11
H -3.064 -7.520 -1.835 0.11
H 0.297 6.770 -1.736 0.05
H -4.611 -6.586 0.640 0.10
H 1.022 -4.173 1.378 0.09
H -0.366 1.187 -3.095 0.13
H 3.397 1.721 1.737 0.11
H 1.462 3.967 4.392 0.11
H -1.307 8.421 -4.799 0.12
H -3.066 -8.283 -0.221 0.10
H 1.061 1.969 -4.934 0.12
H 2.675 9.359 -0.649 0.12
H -0.044 9.186 2.039 0.11
H -2.845 -4.282 0.596 0.10
H 2.005 10.493 1.611 0.11
H 2.119 2.202 0.596 0.10
H 0.878 7.306 -0.937 0.02
H -0.601 1.092 -6.930 0.10
H -4.207 -5.095 -1.995 0.12
H 1.127 -3.771 3.577 0.10
H 7.632 -3.067 0.191 0.05
H -2.654 2.744 -4.419 0.09
H 3.082 -3.026 4.854 0.10
H -0.242 2.512 3.352 0.10
H 0.736 6.410 -5.799 0.11
H -0.545 2.936 -3.140 0.07
H 3.611 -4.435 -0.560 0.09
H -2.796 1.501 -3.146 0.11
H 1.441 4.048 1.964 0.08
H 0.005 -0.037 -5.693 0.11
H -8.044 -5.461 1.723 0.11
H 2.515 -1.884 3.633 0.05
H 2.505 7.001 -0.234 0.12
H 2.391 -4.964 3.579 0.10
H -4.571 -3.728 3.013 0.10
H 1.114 8.598 3.264 0.11
H 3.139 4.023 2.395 0.11
H 4.087 -6.108 -0.281 0.10
H 3.674 -5.482 1.818 0.09
H 3.006 9.049 1.772 0.12
H 0.143 9.133 -2.956 0.11
H -4.945 -4.453 -0.530 0.07
H 2.640 2.651 4.384 0.12
H 1.164 -5.859 -0.622 0.05
H 1.429 8.046 -3.487 0.13
H -2.289 -4.043 -1.079 0.11
H -4.968 -5.384 4.701 0.12
H -8.481 -4.764 3.308 0.11
```

Look up the Kohn-Sham gap of the second one.
0.277 Ha

Which of these has the lowest total charge?
C32H66NO16S8

The highest DFT total energy belongs to which entry?
C32H65BrClINO8